No. 1
Computed, not measured: an isolated molecule of C4H8O, with ωB97M-V with the def2-TZVPD basis set.

Structure (XYZ):
```
13
Properties=species:S:1:pos:R:3:forces:R:3
C -0.44002 1.16924 -0.84670 -0.3 -0.1 0.1
C 0.05950 0.34354 0.31513 0.1 0.2 0.0
C -0.69879 -0.87102 0.87058 -0.3 0.1 0.1
O 0.44564 -1.72039 0.66058 0.1 -0.2 0.1
C 1.12358 -0.68127 -0.06776 0.0 0.0 -0.1
H 0.42164 1.69807 -1.24989 0.0 0.2 -0.2
H -1.19790 1.90201 -0.55993 0.0 -0.1 0.0
H -0.84423 0.52947 -1.64027 0.0 0.1 0.1
H 0.40643 0.99660 1.12167 0.0 -0.1 -0.1
H -1.57373 -1.17317 0.27446 0.2 -0.1 0.0
H -0.98459 -0.83928 1.92943 0.0 0.0 -0.2
H 2.13013 -0.45302 0.28032 0.1 -0.3 0.1
H 1.15953 -0.91781 -1.14244 0.0 0.1 0.2
```
Forces are in eV/Å.

Results
**SMILES**: CC1COC1
**Highest occupied orbital energy**: -9.62 eV
**Energy**: -232.39977 hartree
**HOMO-LUMO gap**: 0.3952 Ha
**Charge**: 0

natural (NBO) atomic charge list, values in e, 5 entries: -0.61, -0.26, -0.05, -0.53, -0.05



No. 2
Computed, not measured: C12H18O11Pt as an isolated structure at a distorted geometry, with ωB97M-V with the def2-TZVPD basis set.

Structure (XYZ):
```
42
Properties=species:S:1:pos:R:3:forces:R:3
Pt 14.20508 -10.42159 -22.35803 1.8 -1.8 -1.0
C 13.45873 -14.69611 -22.32287 -1.1 0.6 0.0
C 14.47920 -13.71093 -21.82242 4.0 1.5 -0.8
O 14.93783 -12.74295 -22.54529 -2.8 -0.1 -1.0
O 15.15104 -13.98996 -20.83806 -0.7 -1.8 1.9
H 12.81706 -14.93538 -21.47487 -0.1 -0.3 0.0
H 13.93223 -15.59898 -22.70852 0.1 0.1 0.1
H 12.86519 -14.21676 -23.10135 -0.1 -0.2 -0.2
C 18.01703 -8.92567 -21.52895 -0.2 0.4 0.2
C 16.67782 -9.53462 -21.85010 0.9 -1.1 -1.5
O 15.61956 -8.94047 -21.59519 -1.3 2.9 1.8
O 16.63306 -10.55977 -22.52545 0.3 -1.2 -0.2
H 17.97922 -8.58539 -20.49412 0.3 0.4 -0.1
H 18.09012 -8.11288 -22.25154 0.2 0.5 0.3
H 18.87756 -9.56893 -21.71285 -0.4 -0.3 0.1
C 11.73570 -10.84296 -18.50655 0.8 1.2 -1.4
C 13.11119 -11.21985 -19.17730 1.7 -3.6 0.6
O 13.88267 -11.97028 -18.52063 -1.2 1.7 0.4
O 13.30166 -11.03468 -20.42159 -1.5 1.3 0.4
H 11.70474 -10.74655 -17.42127 0.4 -0.4 -0.1
H 10.94510 -11.48334 -18.89765 0.1 -0.2 0.1
H 11.55487 -9.85578 -18.93185 -0.5 0.3 0.1
C 14.86947 -9.70623 -27.03157 -0.7 0.1 0.7
C 14.90814 -10.20793 -25.55369 2.1 -2.2 2.2
O 14.28580 -9.83291 -24.53236 -3.8 4.3 -0.1
O 15.65588 -11.12817 -25.25347 2.5 -2.0 -3.2
H 14.94850 -8.62676 -27.16035 -0.2 0.1 0.3
H 13.90956 -10.02908 -27.43460 -0.2 0.1 -0.2
H 15.64956 -10.16041 -27.64255 0.1 -0.2 0.5
C 8.87003 -13.50356 -23.84103 -0.7 1.3 0.0
C 8.95733 -12.10887 -23.24783 0.6 0.7 -0.7
C 9.22405 -12.09149 -21.77076 1.2 -1.4 0.0
O 10.23089 -11.14566 -21.59256 1.2 2.5 0.0
C 10.86920 -10.89631 -22.79071 2.9 0.1 0.8
O 11.97249 -10.39849 -23.00528 -4.0 -0.7 0.9
O 10.16044 -11.46698 -23.74364 -1.1 -0.4 -1.5
H 8.60285 -13.40608 -24.89328 0.2 -0.2 -0.1
H 7.99827 -13.90358 -23.32323 0.2 -0.9 0.0
H 9.82847 -14.00701 -23.71446 -0.3 -0.3 0.1
H 8.11865 -11.47486 -23.53549 -0.2 0.0 -0.1
H 9.79967 -13.00372 -21.61395 -0.7 -0.7 0.7
H 8.40094 -11.96988 -21.06663 0.1 0.1 -0.2
```
Forces are in eV/Å.

Results
**⟨S²⟩**: 2.005
**Highest occupied orbital energy (spin up / spin down)**: -0.77 / -0.77 eV
**Energy**: -1414.91207 hartree
**HOMO-LUMO gap (spin up / spin down)**: 0.1804 / 0.1806 Ha
**Charge**: -2
**Spin multiplicity**: 3

natural (NBO) atomic charge list, values in e, 5 entries: 1.44, -0.72, 0.74, -0.81, -0.71



No. 3
Computed, not measured: C25H33NO5 as an isolated structure at a distorted geometry, with ωB97M-V with the def2-TZVPD basis set.

Structure (XYZ):
```
64
Properties=species:S:1:pos:R:3:forces:R:3
C 0.78424 -2.19151 1.75784 0.2 -0.5 -3.3
C -0.58637 -1.82711 1.58323 -4.1 -2.6 0.8
H -1.10025 -2.39435 0.86400 -0.5 -2.6 -0.3
H -1.16104 -1.88928 2.54181 0.4 0.4 -0.7
O -0.87562 -0.64523 0.99549 0.9 5.4 15.4
C -0.94477 -0.33649 -0.11632 0.4 4.7 -9.4
O -0.92543 -1.26020 -0.82028 -0.1 -4.4 -8.1
C -1.04957 1.25138 -0.63282 -1.1 -4.5 3.8
C -0.40654 1.52417 -1.95362 7.1 2.3 8.0
C 1.19039 1.21230 -1.76251 -3.9 0.8 3.8
N 1.68309 2.31067 -0.72149 1.1 -4.6 -2.2
C 1.05620 1.94387 0.46048 6.1 -3.2 5.5
C -0.31832 1.93057 0.42456 -5.5 7.2 3.5
H -0.73978 2.01590 1.56319 0.6 -1.1 -2.8
H -0.52050 3.14160 0.14626 0.1 -2.4 0.6
H 1.57047 2.47823 1.41093 -1.5 -0.7 -2.3
H 1.37482 0.64538 0.93732 -0.4 2.9 -1.6
C 3.16253 2.00513 -0.63830 -1.8 5.0 3.7
C 3.86124 0.83200 -0.34224 -1.3 -3.8 7.2
C 3.84863 -0.26465 -1.07512 0.4 -2.4 -9.3
C 4.22700 -1.58798 -0.88476 0.4 0.4 7.0
C 4.44656 -1.70809 0.70350 0.3 -3.0 -9.2
C 4.47038 -0.65968 1.52064 0.8 -2.1 5.5
C 4.00760 0.54523 1.24142 -0.3 1.7 -10.5
O 3.95950 1.73687 1.67474 1.6 0.5 9.4
C 4.39982 1.41444 3.25429 -0.5 3.7 -1.1
H 5.37138 0.89673 3.36965 -0.3 1.2 -0.5
H 3.70503 0.82486 3.73115 -2.0 -2.3 0.0
H 4.10268 2.33043 3.84284 1.6 -0.2 -1.0
H 4.75591 -1.01839 2.56553 -0.4 1.0 -1.1
H 4.87985 -2.67929 0.80770 0.1 -0.4 1.4
O 4.36871 -2.68613 -1.75016 1.7 1.4 9.5
C 4.09529 -2.46220 -2.95967 -6.8 3.1 -2.0
H 4.69499 -1.90324 -3.49750 2.9 4.2 -2.3
H 2.98702 -2.26318 -3.09954 1.0 0.4 -0.3
H 4.24996 -3.27857 -3.39751 0.8 -7.3 -3.9
H 3.69108 -0.09626 -2.40079 0.2 0.0 3.9
H 3.54756 2.31512 -1.46181 1.9 2.0 -6.2
H 3.52382 2.88257 -0.01940 -0.3 -1.1 -0.1
H 1.50459 1.62504 -2.61705 2.3 0.2 -3.5
H 1.40076 0.11177 -1.38228 -0.3 2.4 -1.2
H -0.89765 0.90827 -2.38307 -5.2 -7.6 -7.5
H -0.63581 2.49119 -2.11840 -0.3 3.3 -1.3
C -2.58534 1.40519 -0.51244 5.0 7.1 -7.6
C -3.42081 0.87737 -1.71316 14.9 -2.8 1.0
O -4.55238 0.79912 -1.42398 -17.9 -0.6 4.1
C -5.17811 -0.04996 -0.41693 -1.5 2.9 -2.5
C -4.45493 -1.06587 0.30244 -4.4 7.1 -5.5
C -5.24379 -1.58973 1.09253 -5.6 -7.9 11.9
C -6.75081 -1.41862 1.47190 7.1 -0.9 -2.0
C -7.26819 -0.46390 0.65182 -2.4 -1.1 2.1
C -6.59988 0.29630 -0.28229 5.0 -2.1 0.3
H -6.94588 1.07396 -0.90195 -0.7 0.6 -0.4
H -8.28253 -0.43363 0.96304 -1.5 1.3 -0.9
H -7.02612 -2.15100 2.26900 -0.6 1.3 -1.0
H -4.69221 -2.34282 1.95987 -1.5 1.6 -2.6
H -3.55972 -1.16572 0.03906 7.5 -1.5 -1.3
H -3.05390 -0.21259 -1.69536 1.0 0.8 -1.5
H -3.15325 1.41882 -2.57906 -0.1 0.4 -1.4
H -2.52307 2.60957 -0.37747 -1.2 -1.9 -0.9
H -2.90242 1.20610 0.34247 -2.9 -2.7 7.5
H 1.24118 -2.15823 0.77890 0.8 0.6 -0.2
H 0.88129 -3.19425 1.99695 0.0 -1.9 1.2
H 1.10974 -1.53484 2.43667 2.5 2.1 2.5
```
Forces are in eV/Å.

Results
**Highest occupied orbital energy**: -7.35 eV
**Energy**: -1402.52147 hartree
**HOMO-LUMO gap**: 0.2875 Ha
**Charge**: 0

natural (NBO) atomic charge list, values in e, 5 entries: -0.64, -0.07, 0.20, 0.18, -0.49



Which of these has the lowest charge?
C12H18O11Pt



Which of these has the lowest charge?
C12H18O11Pt



Which value of energy does entry 2 give?
-1414.91207 hartree



The lowest charge belongs to which entry?
C12H18O11Pt